{
  "formula": "FH3NOPS",
  "method": "wB97M-V/def2-TZVPD",
  "elements": ["N", "O", "F", "P", "S", "H", "H", "H"],
  "coordinates": [[1.314, 0.020, 0.580], [-1.962, 1.466, -0.122], [0.490, -0.112, -1.812], [0.120, -0.807, -0.380], [0.209, -2.728, -0.313], [1.340, -0.089, 1.594], [1.298, 0.922, 0.121], [-2.809, 1.328, 0.332]],
  "nbo_charge": [-1.0979, -0.8929, -0.5402, 1.5899, -0.3376, 0.4331, 0.4196, 0.4260],
  "e_above_lowest_ev": 5.697,
  "e_tot_ev": -26425.088
}

{
  "formula": "FH3NOPS",
  "method": "wB97M-V/def2-TZVPD",
  "elements": ["N", "O", "F", "P", "S", "H", "H", "H"],
  "coordinates": [[-0.676, -0.965, 0.573], [-0.022, 0.237, -1.525], [0.047, 2.434, 0.318], [0.542, -0.053, -0.094], [2.363, -0.208, 0.566], [-1.591, -1.066, 0.200], [-0.473, -1.535, 1.294], [-0.189, 1.156, -1.332]],
  "nbo_charge": [-1.1234, -0.9508, -0.7630, 1.7847, -0.3341, 0.4304, 0.4101, 0.5462],
  "e_above_lowest_ev": 3.434,
  "e_tot_ev": -26427.352
}

{
  "formula": "FH3OSi",
  "method": "wB97M-V/def2-TZVPD",
  "elements": ["O", "Si", "H", "H", "F", "H"],
  "coordinates": [[-0.321, 0.555, 0.488], [0.510, 0.519, -0.756], [-0.219, 0.430, -2.032], [1.863, 0.250, -0.754], [-1.070, -1.245, 1.726], [-0.763, -0.507, 1.328]],
  "nbo_charge": [-1.1748, 1.6865, -0.2213, -0.2359, -0.6021, 0.5477],
  "e_above_lowest_ev": 3.425,
  "smiles": "O=[SiH2].F",
  "e_tot_ev": -12690.427
}

{
  "formula": "FH3OSi",
  "method": "wB97M-V/def2-TZVPD",
  "elements": ["O", "Si", "F", "H", "H", "H"],
  "coordinates": [[-0.772, 0.560, -0.722], [0.314, -0.177, 0.257], [1.412, 0.967, 0.767], [-1.165, 0.237, -1.522], [-0.508, -0.103, 1.475], [0.717, -1.484, -0.255]],
  "nbo_charge": [-1.1087, 1.7352, -0.6491, 0.5109, -0.2585, -0.2298],
  "e_above_lowest_ev": 0.441,
  "smiles": "O[SiH2]F",
  "e_tot_ev": -12693.411
}

{
  "formula": "FH4N2PS",
  "method": "wB97M-V/def2-TZVPD",
  "elements": ["N", "N", "F", "P", "S", "H", "H", "H", "H"],
  "coordinates": [[-0.496, -1.240, 0.414], [0.628, 0.974, -0.335], [1.898, -0.777, 0.951], [0.455, -0.014, 1.008], [-0.344, 0.998, 3.378], [-1.111, -1.670, 1.087], [-0.949, -1.053, -0.467], [0.551, 1.958, -0.122], [1.495, 0.803, -0.832]],
  "nbo_charge": [-1.1823, -1.1849, -0.5707, 1.7893, -0.5170, 0.4183, 0.4166, 0.4175, 0.4132],
  "e_above_lowest_ev": 2.583,
  "e_tot_ev": -25886.631
}

{
  "formula": "FH5Si2",
  "method": "wB97M-V/def2-TZVPD",
  "elements": ["F", "Si", "Si", "H", "H", "H", "H", "H"],
  "coordinates": [[-2.201, -0.644, -0.994], [1.437, 0.024, -0.279], [-1.379, -0.011, 0.247], [1.929, 0.383, 0.956], [2.220, 1.026, -0.995], [1.537, -1.376, -0.982], [-1.893, 1.383, 0.596], [-1.651, -0.786, 1.451]],
  "nbo_charge": [-0.6568, 0.4062, 1.0992, -0.1710, -0.1469, -0.1164, -0.2036, -0.2105],
  "e_above_lowest_ev": 0.759,
  "e_tot_ev": -18552.867
}

{
  "formula": "FHMgNO3S2Tb",
  "method": "wB97M-V/def2-TZVPD",
  "elements": ["Mg", "N", "S", "S", "O", "O", "F", "Tb", "O", "H"],
  "coordinates": [[1.873, 2.477, 0.727], [0.821, -0.310, -0.625], [1.325, 1.190, -1.425], [1.429, -0.649, 0.771], [-0.073, -2.165, 1.270], [1.851, 0.557, 1.557], [2.917, -1.348, 0.493], [-1.267, -1.823, -0.631], [-1.689, -3.284, 0.977], [-2.153, -3.059, 1.789]],
  "mulliken_spin": [-0.0002, 0.0371, 0.0040, -0.1278, 0.0042, 0.0116, 0.0070, 7.0773, -0.0130, -0.0002],
  "total_charge": 1,
  "multiplicity": 8,
  "e_tot_ev": -59905.115
}

{
  "formula": "FHN2O2S",
  "method": "wB97M-V/def2-TZVPD",
  "elements": ["O", "N", "O", "N", "F", "S", "H"],
  "coordinates": [[-0.661, 1.170, -0.869], [0.323, 1.015, -0.220], [1.331, 1.635, -0.179], [0.328, -0.536, 0.226], [1.378, -0.465, 1.122], [-1.212, -1.133, 0.614], [-1.487, -1.687, -0.695]],
  "nbo_charge": [-0.3452, 0.6095, -0.2999, -0.1571, -0.2064, 0.2364, 0.1628],
  "e_above_lowest_ev": 3.801,
  "smiles": "O=[N+]([O-])N(F)S",
  "e_tot_ev": -20637.175
}

{
  "formula": "FHN2O3",
  "method": "wB97M-V/def2-TZVPD",
  "elements": ["O", "N", "O", "F", "N", "O", "H"],
  "coordinates": [[-1.622, 0.552, -0.062], [-1.447, -0.571, 0.103], [-1.254, -1.455, -0.577], [-1.474, -0.940, 1.547], [2.359, 0.924, -0.266], [1.903, -0.174, -0.415], [1.535, 1.665, -0.331]],
  "nbo_charge": [-0.2722, 0.8153, -0.2342, -0.3101, 0.0171, -0.2494, 0.2335],
  "e_above_lowest_ev": 1.696,
  "smiles": "O=[N+]([O-])F.N=O",
  "e_tot_ev": -11849.049
}

{
  "formula": "FHN4",
  "method": "wB97M-V/def2-TZVPD",
  "elements": ["N", "N", "N", "N", "F", "H"],
  "coordinates": [[-0.114, 0.364, 0.166], [-0.657, -0.170, -1.083], [-1.596, -0.813, -1.318], [0.453, -0.528, 0.806], [1.626, -0.199, 1.109], [0.289, 1.346, 0.319]],
  "nbo_charge": [-0.3388, -0.0193, 0.0559, 0.1019, -0.1921, 0.3924],
  "multiplicity": 3,
  "e_tot_ev": -8686.337
}

{
  "formula": "FIn",
  "method": "wB97M-V/def2-TZVPD",
  "elements": ["In", "F"],
  "coordinates": [[24.848, 7.692, -6.678], [25.847, 6.794, -9.288]],
  "nbo_charge": [1.9408, 0.0592],
  "e_above_lowest_ev": 2.469,
  "total_charge": 2,
  "e_tot_ev": -7860.225
}

{
  "formula": "FK2Li2",
  "method": "wB97M-V/def2-TZVPD",
  "elements": ["Li", "Li", "K", "K", "F"],
  "coordinates": [[0.869, 0.144, -1.248], [-1.095, -0.571, -0.516], [1.339, -1.491, 0.558], [-1.146, 1.818, 1.043], [0.033, 0.099, 0.163]],
  "mulliken_charge": [0.9541, 0.9196, 1.0376, 1.0191, -0.9304],
  "e_above_lowest_ev": 4.462,
  "total_charge": 3,
  "e_tot_ev": -35749.123
}

{
  "formula": "FMg2",
  "method": "wB97M-V/def2-TZVPD",
  "elements": ["Mg", "Mg", "F"],
  "coordinates": [[1.415, 0.627, -1.176], [-1.346, -0.611, 1.279], [-0.069, -0.016, -0.103]],
  "nbo_charge": [1.9838, 1.9842, -0.9679],
  "total_charge": 3,
  "e_tot_ev": -13573.197
}

{
  "formula": "FN2O3S",
  "method": "wB97M-V/def2-TZVPD",
  "elements": ["N", "N", "O", "O", "O", "F", "S"],
  "coordinates": [[-1.818, 0.208, 0.048], [2.112, 0.122, -0.065], [-2.170, 0.396, 1.191], [2.523, -0.781, -0.728], [2.521, 0.852, 0.784], [-2.640, -1.250, -0.519], [-0.528, 0.453, -0.711]],
  "nbo_charge": [0.0914, 0.4346, -0.3608, -0.3940, -0.3941, -0.5772, 0.2001],
  "e_above_lowest_ev": 1.752,
  "total_charge": -1,
  "e_tot_ev": -22669.757
}

{
  "formula": "FNO2",
  "method": "wB97M-V/def2-TZVPD",
  "elements": ["N", "O", "O", "F"],
  "coordinates": [[0.381, -0.013, -0.174], [0.771, -0.780, 0.575], [0.559, 0.783, -0.980], [-1.710, 0.010, 0.579]],
  "nbo_charge": [0.8039, -0.0751, -0.1014, -0.6275],
  "e_above_lowest_ev": 1.836,
  "e_tot_ev": -8296.249
}

{
  "formula": "FNO2S",
  "method": "wB97M-V/def2-TZVPD",
  "elements": ["N", "O", "O", "F", "S"],
  "coordinates": [[-1.827, 0.274, -0.448], [0.335, -0.562, 0.347], [-2.737, -0.068, 0.198], [2.596, 0.828, 0.191], [1.631, -0.472, -0.288]],
  "nbo_charge": [0.1996, -0.7659, -0.2069, -0.5129, 1.2861],
  "e_above_lowest_ev": 0.222,
  "e_tot_ev": -19134.148
}

{
  "formula": "FNO4S",
  "method": "wB97M-V/def2-TZVPD",
  "elements": ["N", "O", "O", "O", "O", "F", "S"],
  "coordinates": [[0.451, 1.230, 0.662], [0.295, 2.232, 0.120], [0.473, 0.586, 1.575], [-1.125, -0.253, -0.357], [-1.143, -2.664, -0.667], [1.484, 0.303, -0.456], [-0.435, -1.433, -0.877]],
  "nbo_charge": [0.8492, -0.1438, -0.1237, -0.8842, -0.8170, -0.5805, 1.7000],
  "e_above_lowest_ev": 2.006,
  "e_tot_ev": -23227.220
}

{
  "formula": "FNO4S",
  "method": "wB97M-V/def2-TZVPD",
  "elements": ["N", "O", "O", "O", "O", "F", "S"],
  "coordinates": [[-1.497, -0.456, -0.411], [-0.918, -0.087, -1.341], [-2.357, -1.133, -0.035], [1.371, -0.532, -0.276], [2.690, 1.132, 0.956], [-0.787, 0.260, 0.889], [1.498, 0.817, 0.218]],
  "nbo_charge": [0.8169, -0.1759, -0.1791, -0.8622, -0.8309, -0.4476, 1.6789],
  "e_above_lowest_ev": 1.713,
  "e_tot_ev": -23227.513
}

{
  "formula": "FNa3",
  "method": "wB97M-V/def2-TZVPD",
  "elements": ["Na", "Na", "Na", "F"],
  "coordinates": [[-0.851, 1.406, -0.540], [0.737, -0.410, -1.139], [0.028, -1.246, 1.323], [0.085, 0.249, 0.356]],
  "nbo_charge": [0.9958, 0.9943, 0.9962, -0.9863],
  "e_above_lowest_ev": 2.502,
  "total_charge": 2,
  "e_tot_ev": -15951.747
}

{
  "formula": "FO5P",
  "method": "wB97M-V/def2-TZVPD",
  "elements": ["O", "O", "O", "O", "O", "F", "P"],
  "coordinates": [[0.750, 1.679, 0.012], [-1.821, -0.568, -0.001], [-1.076, -0.012, -1.082], [-1.062, -0.073, 1.043], [1.121, -0.922, 0.070], [2.424, -0.416, -0.021], [0.106, 0.410, -0.001]],
  "nbo_charge": [-0.9790, 0.0248, -0.4802, -0.4812, -0.3797, -0.0977, 2.3931],
  "e_above_lowest_ev": 0.108,
  "e_tot_ev": -22236.414
}